<one>
{"formula": "C3H6O2", "method": "wB97M-V/def2-TZVPD", "symbols": ["O", "C", "C", "C", "O", "H", "H", "H", "H", "H", "H"], "positions_angstrom": [[1.072, -2.975, -0.619], [0.522, -2.054, 0.133], [-0.384, 1.655, 0.750], [-0.550, 1.228, -0.683], [-1.410, 1.635, -1.430], [1.701, -2.541, -1.217], [-0.368, 0.761, 1.384], [-0.170, -2.660, 0.763], [0.586, 2.149, 0.885], [-1.186, 2.333, 1.050], [0.186, 0.471, -1.017]], "lumo_ev": 0.3, "homo_lumo_gap_ev": 9.486, "total_charge": 0, "e_homo_ev": -9.14}



<two>
{"formula": "C3H6O2", "method": "wB97M-V/def2-TZVPD", "symbols": ["C", "C", "C", "O", "O", "H", "H", "H", "H", "H", "H"], "positions_angstrom": [[-1.240, -0.036, -0.901], [0.268, 0.173, -0.502], [0.508, 0.040, 0.962], [-0.310, -0.153, 1.880], [1.905, -0.126, 1.155], [-1.386, 0.086, -1.997], [-1.818, 0.733, -0.393], [-1.468, -1.064, -0.504], [0.964, -0.604, -0.990], [0.580, 1.184, -0.801], [1.996, -0.231, 2.091]], "lumo_ev": 0.8, "homo_lumo_gap_ev": 11.532, "smiles": "CCC(=O)O", "total_charge": 0, "e_homo_ev": -10.72}



Which structure is the most stable? The one labeled <two>.



<one>
{"formula": "C3H6O2", "method": "wB97M-V/def2-TZVPD", "symbols": ["C", "O", "C", "C", "O", "H", "H", "H", "H", "H", "H"], "positions_angstrom": [[1.007, -1.368, 0.562], [0.778, -0.015, 0.222], [-0.523, 0.290, -0.086], [-0.778, 1.628, -0.587], [-0.872, 0.458, -1.431], [0.398, -1.678, 1.426], [0.805, -2.031, -0.287], [2.060, -1.438, 0.842], [-1.272, -0.261, 0.490], [-1.688, 2.170, -0.320], [0.085, 2.246, -0.830]], "lumo_ev": 1.1, "homo_lumo_gap_ev": 11.265, "smiles": "CO[C@H]1CO1", "total_charge": 0, "e_homo_ev": -10.16}



<two>
{"formula": "C3H6O2", "method": "wB97M-V/def2-TZVPD", "symbols": ["O", "C", "C", "O", "C", "H", "H", "H", "H", "H", "H"], "positions_angstrom": [[1.452, -0.813, 0.789], [0.182, -0.337, 0.646], [-0.096, 1.020, 0.057], [-1.365, 0.726, -0.486], [-1.068, -0.614, -0.815], [1.972, -0.557, 0.018], [-0.345, -0.537, 1.594], [-0.120, 1.872, 0.738], [0.648, 1.188, -0.744], [-0.877, -1.296, 0.024], [-0.379, -0.668, -1.663]], "lumo_ev": 0.7, "homo_lumo_gap_ev": 8.761, "total_charge": 0, "e_homo_ev": -8.09}



<three>
{"formula": "C3H6O2", "method": "wB97M-V/def2-TZVPD", "symbols": ["O", "C", "C", "C", "O", "H", "H", "H", "H", "H", "H"], "positions_angstrom": [[-1.642, -0.465, -0.304], [-1.000, 0.716, 0.136], [0.431, 0.658, 0.532], [1.005, -0.705, 0.471], [1.241, -0.263, -0.896], [-1.203, -0.720, -1.128], [-1.151, 1.538, -0.582], [-1.495, 1.036, 1.064], [1.546, 0.680, -0.739], [0.332, -1.563, 0.441], [1.935, -0.913, 1.006]], "lumo_ev": 0.5, "homo_lumo_gap_ev": 9.481, "total_charge": 0, "e_homo_ev": -8.97}



Which structure is the most stable? The one labeled <one>.



<one>
{"formula": "C3H6O2", "method": "wB97M-V/def2-TZVPD", "symbols": ["C", "C", "C", "O", "O", "H", "H", "H", "H", "H", "H"], "positions_angstrom": [[1.739, -0.127, 0.310], [0.572, -0.786, -0.284], [-0.735, 0.020, -0.085], [-1.799, -0.593, 0.231], [-0.327, 1.406, -0.069], [2.629, -0.746, 0.065], [1.834, 0.836, -0.044], [1.448, 0.141, 1.364], [0.876, -0.681, -1.294], [0.273, -1.905, -0.331], [0.490, 1.218, -0.690]], "lumo_ev": 0.5, "homo_lumo_gap_ev": 11.009, "smiles": "CCC(=O)O", "total_charge": 0, "e_homo_ev": -10.47}



<two>
{"formula": "C3H6O2", "method": "wB97M-V/def2-TZVPD", "symbols": ["C", "C", "O", "C", "O", "H", "H", "H", "H", "H", "H"], "positions_angstrom": [[0.627, -0.598, 0.649], [-0.349, 0.530, 0.879], [-1.170, 0.409, -0.270], [-0.264, 0.045, -1.299], [0.980, -0.251, -0.693], [0.181, -1.600, 0.650], [1.487, -0.584, 1.321], [-0.961, 0.573, 1.778], [0.271, 1.433, 0.807], [-0.653, -0.840, -1.822], [-0.150, 0.882, -2.000]], "lumo_ev": 1.1, "homo_lumo_gap_ev": 10.904, "smiles": "C1COCO1", "total_charge": 0, "e_homo_ev": -9.83}



Which structure is the most stable? The one labeled <two>.



<one>
{"formula": "C3H6O2", "method": "wB97M-V/def2-TZVPD", "symbols": ["C", "O", "C", "C", "O", "H", "H", "H", "H", "H", "H"], "positions_angstrom": [[1.569, 0.495, 0.718], [0.706, 0.238, -0.375], [-0.546, -0.190, -0.007], [-1.547, -0.381, -1.043], [-0.929, -1.492, -0.380], [1.309, 1.446, 1.204], [1.534, -0.312, 1.461], [2.583, 0.571, 0.318], [-0.835, 0.085, 1.010], [-2.604, -0.222, -0.829], [-1.241, -0.239, -2.078]], "lumo_ev": 1.1, "homo_lumo_gap_ev": 11.113, "smiles": "CO[C@H]1CO1", "total_charge": 0, "e_homo_ev": -10.02}



<two>
{"formula": "C3H6O2", "method": "wB97M-V/def2-TZVPD", "symbols": ["C", "C", "C", "O", "O", "H", "H", "H", "H", "H", "H"], "positions_angstrom": [[-0.215, 0.061, -0.506], [0.822, 0.240, 0.444], [-1.659, -0.183, -0.001], [0.500, 1.272, -0.269], [2.538, -0.562, -0.187], [-0.085, -0.477, -1.401], [0.666, 0.167, 1.531], [-1.690, 0.563, 0.838], [-1.718, -1.069, 0.614], [-2.387, -0.182, -0.782], [3.229, 0.170, -0.282]], "lumo_ev": 0.8, "homo_lumo_gap_ev": 10.734, "total_charge": 0, "e_homo_ev": -9.96}



Which structure is the most stable? The one labeled <one>.



<one>
{"formula": "C3H6O2", "method": "wB97M-V/def2-TZVPD", "symbols": ["C", "C", "C", "O", "H", "H", "H", "H", "O", "H", "H"], "positions_angstrom": [[-0.712, -0.218, 0.779], [0.559, -0.523, 0.433], [1.498, 0.547, 0.099], [2.696, 0.425, -0.037], [-1.432, -0.969, 1.084], [-1.051, 0.810, 0.902], [0.925, -1.541, 0.500], [1.009, 1.545, -0.028], [-1.500, -0.242, -1.202], [-1.506, 0.716, -1.328], [-0.546, -0.487, -1.187]], "lumo_ev": 0.4, "homo_lumo_gap_ev": 10.067, "smiles": "C=CC=O.O", "total_charge": 0, "e_homo_ev": -9.67}



<two>
{"formula": "C3H6O2", "method": "wB97M-V/def2-TZVPD", "symbols": ["C", "C", "O", "H", "H", "H", "H", "C", "O", "H", "H"], "positions_angstrom": [[1.242, 0.500, -1.894], [0.516, 0.871, -0.857], [0.749, 1.887, 0.054], [0.968, -0.420, -2.375], [2.007, 1.115, -2.352], [-0.281, 0.207, -0.514], [1.606, 1.669, 0.456], [-1.689, -1.464, 1.874], [-2.820, -1.844, 1.944], [-0.843, -2.003, 2.313], [-1.453, -0.518, 1.351]], "lumo_ev": 0.7, "homo_lumo_gap_ev": 10.656, "smiles": "C=CO.C=O", "total_charge": 0, "e_homo_ev": -9.97}



Which structure is the most stable? The one labeled <one>.



<one>
{"formula": "C3H6O2", "method": "wB97M-V/def2-TZVPD", "symbols": ["C", "C", "O", "H", "H", "H", "H", "C", "O", "H", "H"], "positions_angstrom": [[1.032, -1.824, -1.018], [0.974, -0.959, 0.009], [1.094, -1.458, 1.271], [1.237, -1.483, -2.018], [1.077, -2.865, -0.724], [0.457, -0.004, -0.010], [0.765, -0.829, 1.901], [-1.642, 2.345, 0.138], [-1.833, 1.671, 1.111], [-2.303, 3.213, -0.037], [-0.857, 2.193, -0.624]], "lumo_ev": 0.6, "homo_lumo_gap_ev": 9.406, "smiles": "C=CO.C=O", "total_charge": 0, "e_homo_ev": -8.79}



<two>
{"formula": "C3H6O2", "method": "wB97M-V/def2-TZVPD", "symbols": ["O", "C", "C", "C", "O", "H", "H", "H", "H", "H", "H"], "positions_angstrom": [[-1.645, -0.450, -0.310], [-0.987, 0.731, 0.111], [0.478, 0.634, 0.422], [1.023, -0.738, 0.469], [1.223, -0.294, -0.898], [-1.197, -0.734, -1.121], [-1.157, 1.557, -0.596], [-1.450, 1.035, 1.061], [1.430, 0.763, -0.614], [0.331, -1.579, 0.463], [1.951, -0.926, 1.012]], "lumo_ev": 0.7, "homo_lumo_gap_ev": 9.976, "total_charge": 0, "e_homo_ev": -9.27}



Which structure is the most stable? The one labeled <one>.



<one>
{"formula": "C3H6O2", "method": "wB97M-V/def2-TZVPD", "symbols": ["C", "C", "C", "H", "H", "H", "H", "H", "H", "O", "O"], "positions_angstrom": [[1.801, 0.068, 0.022], [-0.516, 0.334, 0.017], [-1.867, -0.386, 0.002], [2.807, -0.825, -0.756], [2.031, -0.001, 1.138], [1.709, 1.232, -0.240], [-2.611, 0.307, -0.134], [-1.935, -0.701, 1.103], [-1.689, -1.130, -1.058], [0.581, -0.524, -0.022], [-0.311, 1.625, -0.071]], "lumo_ev": 0.7, "homo_lumo_gap_ev": 11.074, "total_charge": 0, "e_homo_ev": -10.39}



<two>
{"formula": "C3H6O2", "method": "wB97M-V/def2-TZVPD", "symbols": ["C", "C", "O", "C", "O", "H", "H", "H", "H", "H", "H"], "positions_angstrom": [[-0.880, -0.464, -1.465], [-0.837, -0.686, -0.043], [-0.465, 0.395, 0.755], [0.838, 0.808, 0.838], [1.663, 0.138, 0.158], [-1.575, 0.284, -1.462], [-1.358, -1.370, -1.872], [-0.183, -0.301, -1.996], [-1.833, -1.061, 0.370], [-0.162, -1.533, 0.286], [0.801, 1.764, 1.387]], "lumo_ev": 1.0, "homo_lumo_gap_ev": 11.656, "smiles": "CCOC=O", "total_charge": 0, "e_homo_ev": -10.70}



Which structure is the most stable? The one labeled <two>.